Computed, not measured: a cluster of 7 separate species, C22H48FN7O7 in total in a non-equilibrium geometry, with wB97M-V/def2-TZVPD.

The calculation puts the HOMO-LUMO gap at 9.125 eV. The SMILES is O=C1NCC[C@@H]1F.CNC(C)=O.CNC(C)=O.CNC(C)=O.CNC(C)=O.CNC(C)=O.CNC(C)=O. The value obtained for the HOMO energy is -8.91 eV.

```
85
Properties=species:S:1:pos:R:3:forces:R:3:mulliken_charge:R:1
O 2.96071 3.17644 2.65148 2.7249 1.4382 0.8425 -0.637
C 1.98740 2.72150 2.17258 -2.7242 0.2323 -0.5323 -0.087
N 1.78965 1.54186 1.57948 0.6626 -1.5494 -0.3408 0.168
C 0.52262 0.93913 1.96577 -0.0909 0.8769 -0.3012 0.774
C -0.25181 2.15093 2.53207 -0.4981 -0.3428 0.0032 -0.930
C 0.56656 3.35124 2.13486 0.3468 -1.5045 0.3354 0.402
F 0.28238 3.54902 0.78645 -0.0783 0.8742 -0.2665 -0.335
H 2.57969 0.94084 1.37832 0.0760 -0.1442 0.2381 0.243
H 0.01049 0.51844 1.11475 -0.0750 -0.3087 0.0250 -0.711
H 0.66773 0.20720 2.74931 0.0627 -0.4028 0.0787 0.259
H -1.23543 2.20641 2.08763 -0.3460 0.0870 -0.1115 0.179
H -0.39422 2.06344 3.60183 0.1558 0.1423 0.3102 0.449
H 0.41891 4.22678 2.74090 0.0316 0.5971 -0.1155 0.480
C -0.05243 0.04100 -1.87391 -0.0074 0.0665 0.1119 -1.470
C -1.03282 -0.84438 -1.14106 -0.1652 -0.0224 0.0988 1.091
O -1.31636 -0.65084 0.04142 -0.0259 -0.1120 -0.1428 -0.812
N -1.59259 -1.85991 -1.81956 0.3976 0.0440 0.0601 0.215
C -1.39209 -2.25315 -3.19938 -0.2079 -0.1836 0.1629 -0.971
H 0.30960 0.80867 -1.19404 -0.0337 -0.0300 0.0332 0.193
H 0.79920 -0.54226 -2.22636 -0.0170 0.0307 -0.1097 0.381
H -0.53866 0.52556 -2.72096 0.0662 -0.0487 -0.0712 0.374
H -2.24172 -2.40237 -1.27212 -0.1300 0.0069 -0.1535 -0.108
H -2.34719 -2.21557 -3.72378 0.0527 -0.0149 -0.0980 0.281
H -1.02635 -3.27872 -3.22049 -0.0101 -0.0010 -0.1938 0.273
H -0.68270 -1.60754 -3.70679 0.0111 0.1006 0.1028 0.394
C 2.77265 -2.79751 1.29917 -0.0273 0.0673 0.0344 -1.292
C 3.86363 -1.84248 0.87621 0.0633 0.0751 -0.0694 0.903
O 3.77634 -0.63591 1.06408 -0.0939 0.0179 -0.0091 -0.705
N 4.95592 -2.35986 0.26901 -0.0921 0.0188 0.0124 -0.120
C 5.23927 -3.74689 -0.04832 0.2175 0.3330 -0.0374 -0.945
H 1.97182 -2.22910 1.76310 0.0295 0.0652 -0.0255 0.141
H 2.36991 -3.32544 0.43366 0.0202 -0.0898 0.0457 0.373
H 3.15510 -3.51934 2.02175 -0.0271 -0.0812 -0.0673 0.392
H 5.64563 -1.66429 0.01616 0.0533 -0.0230 0.0129 0.159
H 6.15920 -4.05474 0.45049 -0.0361 -0.1280 -0.0135 0.304
H 5.37733 -3.85462 -1.12527 -0.0265 -0.1314 0.0107 0.293
H 4.43104 -4.39597 0.27018 -0.0340 0.0212 0.0196 0.355
C -4.24536 0.11864 0.80521 -0.0968 0.1199 -0.0431 -1.231
C -4.84024 -0.78174 -0.24855 0.0808 0.0585 -0.1574 0.754
O -4.43790 -0.79316 -1.40125 -0.0430 -0.0266 0.0689 -0.655
N -5.86296 -1.60077 0.12860 0.1355 0.0118 0.1503 -0.179
C -6.47434 -1.72776 1.43904 -0.0845 -0.1812 -0.3861 -0.836
H -3.44712 0.69890 0.35715 0.0420 -0.0866 -0.0599 0.158
H -5.00450 0.80104 1.19331 -0.0021 -0.0760 0.1103 0.521
H -3.82539 -0.47219 1.61931 -0.0181 0.0690 0.0567 0.358
H -6.21778 -2.17287 -0.62181 -0.0309 0.0277 -0.0028 0.253
H -6.37289 -2.75472 1.79570 -0.0305 0.0442 0.1408 0.263
H -7.53671 -1.48703 1.37390 -0.0059 0.0226 0.1472 0.287
H -6.00641 -1.06019 2.15362 0.0335 0.0238 -0.0224 0.337
C 6.63946 2.45843 -0.75587 0.0308 -0.0154 0.0169 -1.271
C 6.94416 1.15073 -1.44360 0.0212 -0.0484 0.0950 0.833
O 7.63705 0.29054 -0.92087 -0.0893 -0.1090 -0.0212 -0.671
N 6.41246 0.95317 -2.67978 -0.0238 0.1439 0.1082 -0.159
C 5.56885 1.85057 -3.44809 0.1499 -0.3889 -0.0938 -0.811
H 7.12796 2.46354 0.21294 0.0177 -0.0772 -0.0049 0.298
H 7.01542 3.29720 -1.34335 -0.1022 0.0407 -0.0035 0.379
H 5.56517 2.57004 -0.60478 0.0054 0.0842 -0.0295 0.325
H 6.65425 0.06254 -3.08428 0.0027 0.0148 -0.0215 0.220
H 4.61421 1.36598 -3.65966 -0.0631 0.1306 -0.0161 0.260
H 6.05498 2.09055 -4.39531 -0.0795 0.1167 -0.0114 0.284
H 5.38212 2.77038 -2.90588 0.0147 -0.0058 0.0432 0.323
C -4.11072 7.55082 0.05169 -0.0445 0.0222 0.0119 -1.195
C -3.80266 7.04388 1.44106 -0.0611 -0.0035 0.1896 0.743
O -4.55394 7.24143 2.38309 0.0083 0.0049 -0.0826 -0.651
N -2.64662 6.35018 1.60938 -0.0608 0.1144 -0.2281 -0.118
C -1.63750 6.01695 0.61494 -0.1301 -0.0304 0.4818 -0.697
H -5.05830 8.07948 0.07789 -0.0097 -0.0143 0.0862 0.293
H -3.33459 8.23837 -0.28634 0.0176 -0.0671 -0.0919 0.332
H -4.19160 6.72007 -0.65027 0.0830 0.0481 -0.0639 0.340
H -2.50097 6.04074 2.55729 0.0116 -0.0057 -0.0070 0.190
H -1.53274 4.93708 0.55460 0.0968 -0.0108 -0.1674 0.185
H -0.67874 6.44420 0.91376 0.0617 -0.0314 -0.1538 0.236
H -1.90631 6.40306 -0.36212 -0.0475 0.0383 0.0165 0.327
C -1.10794 -6.58521 -1.10745 -0.0043 0.0057 -0.0549 -1.417
C -2.17881 -5.52158 -1.14038 -0.1142 0.1106 -0.0408 0.950
O -2.55516 -5.01111 -2.18446 0.0731 -0.0155 0.0477 -0.658
N -2.71945 -5.13781 0.04648 0.1497 -0.1333 -0.0358 -0.066
C -2.40064 -5.61794 1.37919 -0.2706 0.3132 -0.1163 -0.892
H -0.77936 -6.77865 -2.12370 -0.0568 0.0540 -0.0330 0.327
H -0.25266 -6.24905 -0.51981 -0.0145 -0.0870 0.0680 0.320
H -1.49940 -7.51068 -0.68393 0.0840 0.0008 0.0774 0.392
H -3.42922 -4.42714 -0.04565 -0.0173 -0.0089 0.0283 0.142
H -3.29367 -6.04451 1.83869 0.0813 -0.0779 0.0872 0.306
H -2.05547 -4.78581 1.99489 0.0639 -0.0864 0.0797 0.279
H -1.62641 -6.37616 1.34681 0.0110 -0.0100 -0.0420 0.340
```
Positions in Å, forces in eV/Å.